(1)
This record from OMol25 describes C38H35F6N3O6PdS4 as an isolated structure. The level of theory is ωB97M-V with the def2-TZVPD basis set.

Each line ends with the Mulliken spin population.
Atoms and positions in Å:
Pd -0.810 1.146 1.412  1.411
F -4.023 2.160 5.369  0.000
C -2.940 1.397 5.375  0.002
F -2.149 1.758 6.368  0.000
F -3.278 0.125 5.492  0.000
S -2.075 1.644 3.757  -0.014
O -0.972 0.705 3.677  0.041
O -1.679 3.041 3.788  -0.001
N -3.254 1.443 2.750  0.010
S -3.343 0.359 1.590  -0.022
O -3.427 1.003 0.311  0.008
O -2.401 -0.730 1.739  0.058
C -5.039 -0.322 1.883  0.011
F -5.143 -0.734 3.136  0.001
F -5.227 -1.335 1.054  0.000
F -5.927 0.628 1.644  0.001
C -2.812 2.631 -6.710  0.000
C -2.505 1.934 -5.418  0.002
C -3.513 1.274 -4.717  0.001
C -3.236 0.601 -3.538  0.002
C -1.933 0.578 -3.067  0.006
C -0.911 1.243 -3.733  0.002
C -1.205 1.913 -4.904  -0.001
S -1.605 -0.306 -1.559  -0.005
O -0.771 0.697 -0.751  0.104
C -0.357 -1.477 -2.149  0.012
C -0.394 -1.914 -3.491  -0.001
C 0.458 -2.889 -3.915  0.001
C 1.393 -3.475 -3.033  0.000
C 2.246 -4.524 -3.446  0.000
C 3.120 -5.099 -2.570  0.000
C 3.203 -4.632 -1.243  0.001
C 2.389 -3.623 -0.811  0.001
C 1.441 -3.034 -1.685  -0.002
C 0.512 -2.040 -1.240  -0.001
C 0.475 -1.783 0.232  0.003
C -0.107 -2.777 1.071  0.004
C -0.906 -3.820 0.545  -0.005
C -1.456 -4.756 1.374  0.004
C -1.224 -4.708 2.764  0.004
C -0.472 -3.703 3.302  -0.002
C 0.092 -2.704 2.476  0.010
C 0.845 -1.641 3.020  -0.011
C 1.307 -0.633 2.223  0.014
C 1.107 -0.711 0.820  0.044
S 1.657 0.698 -0.169  -0.009
O 1.203 1.854 0.739  0.157
C 3.405 0.490 0.148  0.018
C 4.083 -0.394 -0.680  -0.001
C 5.429 -0.624 -0.459  0.000
C 6.112 0.036 0.563  0.001
C 7.581 -0.185 0.777  0.000
C 5.410 0.939 1.362  0.000
C 4.061 1.175 1.157  -0.002
H -3.829 3.020 -6.716  0.000
H -2.723 1.927 -7.540  0.000
H -2.122 3.451 -6.900  0.000
H -4.524 1.286 -5.102  0.000
H -4.023 0.095 -2.991  0.001
H 0.097 1.222 -3.336  0.001
H -0.408 2.422 -5.433  0.000
H -1.114 -1.487 -4.174  0.000
H 0.414 -3.231 -4.942  0.000
H 2.185 -4.872 -4.470  0.000
H 3.753 -5.916 -2.891  0.000
H 3.920 -5.074 -0.564  0.000
H 2.462 -3.274 0.210  0.002
H -1.094 -3.859 -0.520  -0.001
H -2.074 -5.543 0.964  0.000
H -1.649 -5.470 3.403  0.000
H -0.303 -3.651 4.370  0.000
H 1.050 -1.627 4.083  0.000
H 1.898 0.176 2.632  -0.001
H 3.557 -0.903 -1.481  0.000
H 5.964 -1.319 -1.094  0.000
H 7.897 -1.156 0.399  0.000
H 7.839 -0.108 1.832  0.000
H 8.151 0.580 0.245  0.000
H 5.930 1.465 2.153  0.000
H 3.514 1.886 1.763  -0.002
N -1.213 5.535 3.213  0.000
C -1.470 5.635 1.735  0.011
C -0.817 4.465 0.999  -0.006
N -1.692 3.304 0.849  0.159
H -1.777 6.191 3.755  0.000
H -0.229 5.711 3.421  0.000
H -1.425 4.569 3.538  0.000
H -1.078 6.587 1.382  -0.001
H -2.548 5.627 1.582  -0.001
H 0.087 4.153 1.530  0.003
H -0.503 4.795 0.011  -0.003
H -2.096 3.219 -0.077  -0.006
H -2.444 3.272 1.530  -0.014

## Properties
total charge	+2
2S+1	3
LUMO energy (spin up / spin down)	-4.690 / -7.491	eV
relative energy (zero: lowest compared OMol25 entry of this formula, charge and spin)	1.171	eV
frontier orbital gap (spin up / spin down)	0.294 / 0.191	Eh

=====

(2)
This record from OMol25 describes a 2-piece molecular cluster, C4H14N3O overall. The level of theory is ωB97M-V with the def2-TZVPD basis set.

Each line ends with the Mulliken charge.
Atoms and positions in Å:
C 0.747 -0.138 1.765  -0.519
C 1.137 -1.422 1.015  -0.474
C 0.300 -1.544 -0.317  -0.608
N -2.540 -0.968 -1.029  -0.480
C -1.565 -0.052 -0.642  0.067
N -0.302 -0.224 -0.587  -0.347
N 1.259 1.081 1.090  -0.252
H 1.212 -0.124 2.745  0.418
H -0.355 -0.142 1.718  0.225
H 2.108 -1.255 0.518  0.189
H 0.988 -2.293 1.646  0.365
H 0.878 -1.908 -1.168  0.408
H -0.543 -2.270 -0.275  0.239
H -2.727 -1.755 -0.424  0.232
H -3.372 -0.427 -1.229  0.283
H -1.779 1.024 -0.702  0.250
H 2.132 0.905 0.568  0.338
H 1.549 1.850 1.699  0.419
H 0.606 1.514 0.425  0.228
H -0.541 3.205 -2.172  0.303
H 0.777 2.497 -2.614  0.279
O 0.030 2.445 -2.031  -0.562

## Properties
total charge	+1
LUMO energy	-3.007	eV
relative energy (zero: lowest compared OMol25 entry of this formula, charge and spin)	2.513	eV
frontier orbital gap	0.365	Eh

=====

(3)
This record from OMol25 describes C24H28ClNOPTi as an isolated structure. The level of theory is ωB97M-V with the def2-TZVPD basis set.

Each line ends with the Mulliken spin population.
Atoms and positions in Å:
Ti -0.526 -0.819 0.171  1.109
Cl -0.191 0.915 1.493  -0.041
P 0.022 0.031 -2.077  -0.096
C -1.300 -0.820 -3.016  -0.007
C -1.062 -1.648 -4.128  0.003
C -2.145 -2.212 -4.799  0.001
C -3.448 -2.017 -4.338  -0.001
C -3.668 -1.271 -3.178  0.001
C -2.597 -0.685 -2.511  0.000
C -0.179 1.804 -2.572  0.008
C 0.725 2.735 -2.035  -0.001
C 0.489 4.102 -2.183  0.001
C -0.558 4.555 -2.990  -0.002
C -1.376 3.627 -3.638  0.000
C -1.205 2.258 -3.412  -0.003
C 1.549 -0.316 -3.001  0.002
C 2.633 -0.913 -2.350  -0.003
C 3.804 -1.186 -3.049  0.001
C 3.929 -0.818 -4.395  0.000
C 2.856 -0.203 -5.042  0.001
C 1.676 0.064 -4.347  -0.001
H 1.604 2.379 -1.494  -0.002
H 1.121 4.821 -1.666  0.000
H -0.735 5.621 -3.126  0.000
H -2.154 3.960 -4.322  0.000
H -1.873 1.541 -3.889  -0.001
H -0.043 -1.822 -4.468  0.000
H -1.969 -2.799 -5.701  0.000
H -4.287 -2.440 -4.882  0.000
H -4.676 -1.132 -2.805  0.000
H -2.775 -0.106 -1.597  0.007
H 2.549 -1.172 -1.292  0.013
H 4.627 -1.694 -2.552  0.000
H 4.852 -1.017 -4.937  0.000
H 2.924 0.059 -6.098  0.000
H 0.845 0.559 -4.849  0.000
H -0.193 -5.553 -5.141  0.000
H 0.555 -5.505 -5.101  0.000
O 1.051 -1.957 0.460  -0.008
C 0.702 -2.582 1.518  0.018
C 1.600 -3.436 2.302  0.000
C 1.915 -2.832 3.661  0.000
C 0.746 -2.932 4.636  0.000
C -0.522 -2.185 4.257  0.003
C -1.322 -2.746 3.085  0.027
N -0.676 -2.488 1.724  -0.018
H 1.142 -4.431 2.391  0.000
H 2.540 -3.524 1.744  0.000
H 2.761 -3.383 4.093  0.000
H 2.245 -1.788 3.549  0.000
H 0.523 -3.996 4.811  0.000
H 1.087 -2.532 5.600  0.000
H -1.196 -2.275 5.127  0.001
H -0.357 -1.100 4.151  0.000
H -1.487 -3.830 3.157  0.003
H -2.301 -2.262 3.044  -0.010
H -1.182 -3.092 1.014  -0.005

## Properties
total charge	+2
2S+1	2
LUMO energy (spin up / spin down)	-8.108 / -7.878	eV
relative energy (zero: lowest compared OMol25 entry of this formula, charge and spin)	0.000	eV
frontier orbital gap (spin up / spin down)	0.223 / 0.232	Eh

=====

(4)
This record from OMol25 describes C21H35Br21O10S2 as an isolated structure. The level of theory is ωB97M-V with the def2-TZVPD basis set.

Each line ends with the Mulliken charge.
Atoms and positions in Å:
O -24.435 -17.302 23.763  -0.609
C -23.803 -16.344 24.118  0.405
O -23.991 -15.176 23.716  0.005
C -23.415 -14.107 24.549  0.311
C -22.852 -14.928 25.662  -1.483
C -22.603 -16.343 25.104  -0.613
H -24.186 -13.496 25.018  0.351
H -22.738 -13.440 24.015  -0.789
H -23.504 -14.948 26.534  0.879
H -21.941 -14.490 26.070  0.510
H -22.716 -17.161 25.816  0.552
H -21.691 -16.339 24.508  0.167
O -18.459 -11.493 20.689  -0.694
C -19.381 -12.226 20.467  0.080
O -19.319 -13.505 20.712  -0.411
C -20.535 -14.152 20.475  0.493
C -21.339 -13.212 19.551  0.591
C -20.745 -11.842 19.886  0.385
H -20.964 -14.491 21.418  -0.534
H -20.108 -15.002 19.944  0.187
H -22.380 -13.378 19.830  -0.522
H -21.182 -13.727 18.603  0.455
H -21.250 -11.215 20.621  -0.444
H -20.665 -11.211 19.000  0.902
O -21.897 -11.323 21.831  0.143
S -23.206 -11.672 22.429  2.011
O -23.386 -12.570 23.556  0.420
O -24.017 -10.269 22.800  1.717
C -25.181 -10.354 23.623  1.401
C -26.414 -9.730 22.953  -1.033
C -24.432 -12.098 21.064  -1.603
H -24.899 -9.898 24.572  -0.499
H -25.405 -11.375 23.931  -0.249
H -26.047 -8.765 22.605  0.338
H -27.222 -9.526 23.656  -0.317
H -26.862 -10.398 22.217  -0.071
H -24.124 -13.088 20.726  0.924
H -24.305 -11.346 20.286  -1.709
H -25.466 -12.059 21.405  0.617
O -24.778 -13.879 20.743  -0.318
S -26.011 -14.158 21.543  1.671
O -26.547 -13.151 22.455  -0.475
O -27.168 -14.646 20.467  -0.538
C -28.401 -15.105 21.009  0.023
C -29.501 -14.829 19.990  -1.430
C -25.757 -15.764 22.531  -1.942
H -28.615 -14.729 22.009  0.276
H -28.334 -16.192 21.051  0.302
H -30.514 -15.074 20.310  0.392
H -29.293 -15.379 19.073  0.347
H -29.449 -13.796 19.647  0.333
H -24.845 -15.637 23.114  -0.183
H -25.542 -16.509 21.765  0.874
H -26.698 -15.924 23.057  0.995
C -23.966 -8.941 19.677  -0.494
Br -25.248 -10.165 18.749  -0.101
Br -22.334 -9.948 20.186  -0.040
Br -24.752 -8.075 21.231  0.097
H -23.718 -8.244 18.877  0.719
C -22.139 -8.580 22.592  0.868
Br -21.626 -7.272 21.134  0.007
Br -23.751 -7.936 23.598  -0.013
Br -20.638 -8.807 23.782  -0.160
H -22.313 -9.575 22.182  -1.545
C -23.590 -10.709 26.438  -0.452
Br -22.668 -10.292 24.637  -0.087
Br -23.778 -12.703 26.514  0.001
Br -25.287 -9.690 26.545  -0.119
H -22.941 -10.343 27.234  0.990
C -26.577 -12.566 25.371  2.261
Br -26.827 -12.743 27.252  0.007
Br -27.932 -11.201 24.661  0.150
Br -26.667 -14.305 24.442  0.144
H -25.568 -12.153 25.341  -3.421
C -23.062 -15.567 21.095  0.139
Br -23.592 -15.220 19.279  -0.064
Br -22.916 -13.883 22.089  0.604
Br -21.467 -16.737 21.173  -0.039
H -23.864 -16.180 21.504  0.530
C -27.433 -7.732 25.055  -0.743
Br -27.606 -6.956 26.882  -0.075
Br -28.873 -9.203 24.763  -0.216
Br -25.573 -8.155 24.574  0.328
H -27.760 -6.970 24.347  0.575
C -20.917 -12.072 23.992  0.428
Br -20.672 -14.029 23.787  0.092
Br -19.831 -11.074 22.635  0.010
Br -20.430 -11.529 25.863  0.046
H -21.969 -11.888 23.775  -3.018

## Properties
LUMO energy	-1.576	eV
frontier orbital gap	0.232	Eh

=====

Number 1: E -119839.05249 eV. Number 2: E -10885.64832 eV. Number 3: E -73792.08059 eV. Number 4: E -1535314.97815 eV.